The following is a quantum chemistry calculation of 2 unconnected molecules or ions with the total composition C2H6N2O2S, from OMol25.

The geometry in ORCA input format:
```
! wB97M-V def2-TZVPD RIJCOSX def2/J DEFGRID3
* xyz 0 1
H -0.615 1.852 2.124
H 1.712 0.155 -0.186
H -0.344 -1.010 -1.358
C 0.773 0.727 -0.469
H 0.231 2.843 0.194
H -1.570 -0.726 -0.253
O 0.714 -0.394 -2.876
C 0.309 1.695 0.463
O -0.707 1.713 -2.349
H -0.085 -1.580 0.418
N -0.124 1.142 1.557
S 0.549 0.998 -2.240
N -0.584 -1.130 -0.332
*
```

Its structure (SMILES) is [H]/N=C/C=S(=O)=O.N. The value obtained for the gap between HOMO and LUMO (alpha / beta) is 6.98 / 6.65 eV. The energy relative to the best compared isomer or geometry (same formula, charge and spin) comes out at 4.879 eV. The energy comes out at -20077.2075 eV. As for the max |F|: 0.079 Eh/bohr. As for the LUMO energy (alpha / beta): -1.70 / -1.84 eV. The calculation puts the HOMO energy (alpha / beta) at -8.680 / -8.487 eV.

How is the electron density shared among the atoms? According to Mulliken, the charges in e are: H 0.256; H 0.387; H 0.329; C -0.138; H 0.303; H 0.300; O -0.631; C -0.030; O -0.527; H 0.266; N -0.532; S 0.633; N -0.615